Formula: C52H130O26
Source: OMol25
Level of theory: the ωB97M-V functional and the def2-TZVPD basis

As for the largest force on an atom: 0.0485 Eh/bohr. As for the charge: 0. For the LUMO energy, the calculation gives 0.6 eV. The value obtained for the relative energy (zero: lowest compared OMol25 entry of this formula, charge and spin) is 3.154 eV.

Atoms and positions in Å:
1 C -1.46 5.88 -2.68
2 O -2.19 4.66 -2.41
3 C -1.50 3.51 -2.72
4 C -2.15 2.31 -1.99
5 O -3.46 1.98 -2.25
6 C -4.47 2.76 -1.66
7 H -1.08 5.90 -3.70
8 H -0.58 5.91 -2.04
9 H -2.02 6.77 -2.38
10 H -0.44 3.64 -2.51
11 H -1.43 3.39 -3.80
12 H -1.99 2.35 -0.91
13 H -1.71 1.38 -2.36
14 H -4.58 3.75 -2.10
15 H -4.21 2.87 -0.61
16 H -5.43 2.24 -1.62
17 C 6.58 -0.49 2.57
18 O 7.35 0.55 1.90
19 C 6.56 1.64 1.46
20 C 6.03 2.59 2.55
21 O 5.15 2.11 3.50
22 C 3.83 1.93 2.95
23 H 5.78 -0.07 3.19
24 H 7.29 -1.02 3.21
25 H 6.24 -1.20 1.82
26 H 5.77 1.21 0.84
27 H 7.17 2.24 0.79
28 H 5.62 3.50 2.10
29 H 6.83 2.91 3.23
30 H 3.87 1.10 2.25
31 H 3.47 2.85 2.49
32 H 3.14 1.65 3.75
33 C 2.10 3.61 -3.92
34 O 2.35 2.82 -5.02
35 C 3.14 1.69 -4.72
36 C 2.98 0.74 -5.88
37 O 1.64 0.40 -6.19
38 C 0.99 -0.43 -5.21
39 H 1.50 4.42 -4.34
40 H 2.99 4.06 -3.48
41 H 1.49 3.24 -3.09
42 H 2.75 1.14 -3.86
43 H 4.19 1.90 -4.54
44 H 3.50 -0.19 -5.63
45 H 3.49 1.11 -6.77
46 H 0.44 -1.23 -5.71
47 H 0.45 0.11 -4.43
48 H 1.63 -1.07 -4.61
49 C -4.08 1.46 3.67
50 O -4.28 0.84 2.38
51 C -5.49 0.17 2.31
52 C -5.93 -0.26 0.90
53 O -5.17 -1.36 0.39
54 C -3.81 -1.04 0.14
55 H -4.71 2.34 3.72
56 H -3.08 1.75 3.97
57 H -4.34 0.89 4.56
58 H -6.31 0.77 2.71
59 H -5.49 -0.69 2.99
60 H -5.92 0.61 0.24
61 H -6.98 -0.56 0.89
62 H -3.26 -1.93 -0.13
63 H -3.28 -0.82 1.06
64 H -3.59 -0.31 -0.64
65 C -0.88 0.72 1.70
66 O -0.19 -0.55 1.77
67 C 0.90 -0.73 0.88
68 C 0.81 -0.14 -0.54
69 O -0.31 -0.44 -1.32
70 C -0.35 -1.80 -1.83
71 H -1.57 0.73 2.54
72 H -1.48 0.75 0.79
73 H -0.24 1.59 1.76
74 H 1.05 -1.81 0.75
75 H 1.78 -0.44 1.45
76 H 1.68 -0.45 -1.12
77 H 0.88 0.95 -0.53
78 H 0.61 -2.19 -2.16
79 H -1.07 -1.77 -2.66
80 H -0.63 -2.51 -1.05
81 C -4.06 -0.67 -3.82
82 O -4.97 -1.04 -4.85
83 C -4.29 -1.65 -5.97
84 C -5.36 -1.88 -7.09
85 O -5.99 -0.62 -7.36
86 C -6.68 -0.67 -8.62
87 H -4.77 -0.22 -3.13
88 H -3.22 -0.04 -4.09
89 H -3.70 -1.60 -3.37
90 H -3.94 -2.65 -5.72
91 H -3.44 -1.09 -6.36
92 H -6.11 -2.64 -6.91
93 H -4.85 -2.16 -8.01
94 H -6.03 -0.97 -9.44
95 H -7.19 0.22 -8.99
96 H -7.47 -1.42 -8.56
97 C 4.53 -2.61 -0.31
98 O 4.23 -1.45 -1.06
99 C 4.74 -1.52 -2.44
100 C 4.26 -2.80 -3.26
101 O 2.85 -2.92 -3.14
102 C 2.21 -3.99 -3.75
103 H 4.10 -2.52 0.69
104 H 5.60 -2.76 -0.17
105 H 4.02 -3.46 -0.75
106 H 5.83 -1.48 -2.37
107 H 4.41 -0.65 -3.00
108 H 4.87 -3.57 -2.79
109 H 4.55 -2.72 -4.31
110 H 2.51 -4.94 -3.32
111 H 2.49 -4.12 -4.80
112 H 1.13 -3.87 -3.65
113 C 0.01 -5.26 -6.10
114 O -0.75 -5.22 -4.89
115 C -1.87 -4.36 -4.79
116 C -2.83 -4.74 -3.68
117 O -2.21 -4.45 -2.40
118 C -3.07 -4.77 -1.28
119 H -0.49 -5.78 -6.91
120 H 0.77 -6.00 -5.83
121 H 0.40 -4.28 -6.34
122 H -2.41 -4.39 -5.74
123 H -1.55 -3.32 -4.73
124 H -3.11 -5.77 -3.86
125 H -3.68 -4.06 -3.83
126 H -3.90 -4.08 -1.13
127 H -2.50 -4.67 -0.35
128 H -3.40 -5.80 -1.33
129 C 1.60 -4.71 0.23
130 O 2.62 -4.58 1.17
131 C 3.31 -5.79 1.46
132 C 4.33 -5.70 2.60
133 O 5.31 -4.68 2.36
134 C 6.30 -4.64 3.34
135 H 1.01 -3.81 0.12
136 H 1.07 -5.65 0.42
137 H 2.10 -4.81 -0.73
138 H 3.70 -6.37 0.62
139 H 2.49 -6.43 1.78
140 H 4.88 -6.64 2.61
141 H 3.75 -5.48 3.50
142 H 6.91 -3.75 3.15
143 H 6.96 -5.51 3.35
144 H 5.96 -4.42 4.35
145 C -2.61 -8.26 4.77
146 O -2.14 -7.11 4.06
147 C -1.28 -6.31 4.88
148 C -0.57 -5.15 4.06
149 O -1.59 -4.30 3.44
150 C -1.08 -3.15 2.79
151 H -1.75 -8.86 5.08
152 H -3.13 -8.96 4.12
153 H -3.21 -8.05 5.65
154 H -0.46 -6.99 5.13
155 H -1.79 -5.92 5.75
156 H 0.06 -5.61 3.30
157 H 0.15 -4.62 4.69
158 H -1.81 -2.34 2.75
159 H -0.78 -3.40 1.77
160 H -0.19 -2.69 3.21
161 C 2.38 6.19 3.54
162 O 1.41 7.16 3.22
163 C 0.30 6.76 2.29
164 C 0.74 6.06 0.96
165 O 1.37 4.77 1.23
166 C 1.84 4.13 0.04
167 H 2.98 6.04 2.65
168 H 1.88 5.24 3.76
169 H 2.99 6.53 4.38
170 H -0.28 7.66 2.11
171 H -0.34 6.09 2.86
172 H 1.46 6.71 0.46
173 H -0.03 5.99 0.20
174 H 2.49 4.79 -0.54
175 H 1.00 3.80 -0.58
176 H 2.32 3.19 0.33
177 C -2.42 9.00 -0.56
178 O -2.33 7.73 0.16
179 C -3.64 7.15 0.36
180 C -3.57 5.63 0.64
181 O -2.70 5.48 1.74
182 C -2.69 4.18 2.38
183 H -1.46 9.44 -0.83
184 H -2.87 9.71 0.12
185 H -2.97 8.90 -1.49
186 H -4.22 7.23 -0.56
187 H -4.11 7.69 1.18
188 H -3.14 5.05 -0.18
189 H -4.54 5.24 0.95
190 H -1.92 4.11 3.15
191 H -2.58 3.35 1.68
192 H -3.66 4.02 2.85
193 C 2.45 3.79 8.58
194 O 2.26 2.84 7.55
195 C 1.89 1.53 8.05
196 C 1.72 0.54 6.86
197 O 0.59 1.01 6.12
198 C 0.03 0.13 5.15
199 H 3.06 3.31 9.35
200 H 1.48 3.91 9.05
201 H 2.88 4.76 8.34
202 H 0.96 1.55 8.60
203 H 2.58 1.06 8.75
204 H 1.60 -0.46 7.28
205 H 2.59 0.51 6.20
206 H -1.05 0.30 5.07
207 H 0.21 -0.91 5.41
208 H 0.38 0.32 4.14